[1]
# C2H3Br2NO

One molecule with the formula C2H3Br2NO (ωB97M-V with the def2-TZVPD basis set, OMol25).

Calculated values
* LUMO level: -0.058 hartree
* HOMO: -9.7 eV
* ΔE to the lowest compared entry with this formula, charge and spin: 0.0000 eV

Each line ends with the Mulliken charge.
Element x y z (Å)
C (-0.084, 0.651, 0.044)  1.01
C (1.189, -0.136, 0.011)  -1.20
N (-1.238, -0.075, 0.013)  -0.28
O (-0.187, 1.850, 0.118)  -0.57
Br (-1.329, -2.091, -0.256)  0.00
Br (-2.862, 0.765, 0.063)  0.06
H (2.013, 0.551, 0.208)  0.28
H (1.322, -0.595, -0.968)  0.33
H (1.176, -0.921, 0.765)  0.35

[2]
# C2H3Br2NO3

C2H3Br2NO3 as an isolated structure (ωB97M-V with the def2-TZVPD basis set, OMol25).

Calculated values
* LUMO level: -0.018 hartree
* HOMO: -10.2 eV
* ΔE to the lowest compared entry with this formula, charge and spin: 1.8852 eV

Each line ends with the Mulliken charge.
Element x y z (Å)
C (0.989, 0.194, 0.807)  -0.46
C (-0.647, -0.195, -0.284)  -0.27
N (1.924, -0.953, 0.576)  0.93
O (1.517, -1.951, 1.119)  -0.55
O (2.976, -0.962, -0.047)  -0.55
O (-0.389, 0.019, -1.553)  -0.37
Br (1.598, 1.752, 0.138)  -0.05
Br (-2.014, 0.939, 0.523)  -0.12
H (0.540, 0.014, 1.751)  0.52
H (-0.759, -1.191, -0.019)  0.53
H (0.158, 0.889, -1.698)  0.39

[3]
# C2H3BrClIO

C2H3BrClIO as an isolated structure (ωB97M-V with the def2-TZVPD basis set, OMol25).

Calculated values
* LUMO level: -0.016 hartree
* HOMO: -10.0 eV
* ΔE to the lowest compared entry with this formula, charge and spin: 0.1377 eV

Each line ends with the Mulliken charge.
Element x y z (Å)
C (0.722, 0.217, 0.287)  -0.97
C (-0.732, -0.300, 0.388)  0.04
O (-0.856, -1.193, -0.745)  -0.43
Cl (1.802, -1.179, 0.329)  -0.14
Br (-0.923, -1.238, 2.150)  -0.07
I (-1.937, 1.525, 0.419)  0.13
H (0.793, 0.806, -0.536)  0.52
H (1.015, 0.844, 1.018)  0.53
H (-1.774, -1.404, -0.669)  0.39

[4]
# C2H3BrF2

A 2-piece molecular cluster, C2H3BrF2 overall (ωB97M-V with the def2-TZVPD basis set, OMol25).

Calculated values
* LUMO level: 0.014 hartree
* HOMO: -11.3 eV
* ΔE to the lowest compared entry with this formula, charge and spin: 1.8298 eV

Each line ends with the Mulliken charge.
Element x y z (Å)
C (-0.775, 0.297, -0.056)  -1.11
C (0.600, -0.188, -0.158)  0.74
F (0.818, -1.120, -1.091)  -0.16
F (0.889, -1.316, 1.217)  -0.45
Br (2.088, 0.910, -0.166)  -0.03
H (-1.050, 1.005, -0.825)  0.33
H (-1.499, -0.445, 0.195)  0.35
H (-1.071, 0.857, 0.885)  0.33

[5]
# C2H3BrF2O2

A 2-piece molecular cluster, C2H3BrF2O2 overall (ωB97M-V with the def2-TZVPD basis set, OMol25).

Calculated values
* LUMO level: 0.016 hartree
* HOMO: -11.0 eV
* ΔE to the lowest compared entry with this formula, charge and spin: 0.3144 eV

Each line ends with the Mulliken charge.
Element x y z (Å)
C (1.837, 0.639, -0.294)  0.25
C (0.586, 1.450, 0.027)  0.57
O (3.032, 1.250, -0.032)  -0.42
O (0.582, 2.571, 0.416)  -0.46
F (1.721, 0.371, -1.718)  -0.30
F (-0.469, 0.684, -0.113)  -0.14
Br (-3.482, -0.985, -0.850)  -0.22
H (1.723, -0.452, 0.023)  0.20
H (2.842, 2.133, -0.110)  0.31
H (-3.145, -1.408, -2.194)  0.20

[6]
# C2H3BrF2O2

A 2-piece molecular cluster, C2H3BrF2O2 overall (ωB97M-V with the def2-TZVPD basis set, OMol25).

Calculated values
* LUMO level (spin up / spin down): -0.070 / -0.118 hartree
* HOMO (spin up / spin down): -9.0 / -8.3 eV
* ΔE to the lowest compared entry with this formula, charge and spin: 2.9749 eV

Each line ends with the Mulliken charge.
Element x y z (Å)
C (0.450, -0.815, 0.532)  0.42
C (0.433, 0.642, 0.294)  0.31
O (-0.061, -1.548, -0.447)  -0.35
O (0.702, 1.118, -0.960)  -0.38
F (-0.363, -0.974, 1.644)  -0.24
F (0.199, 1.562, 1.211)  -0.16
Br (-2.738, 0.009, -0.909)  -0.47
H (1.471, -1.137, 0.885)  0.19
H (-0.396, -0.915, -1.119)  0.26
H (0.302, 2.058, -1.131)  0.41

[7]
# C2H3BrFI

One molecule with the formula C2H3BrFI (ωB97M-V with the def2-TZVPD basis set, OMol25).

Calculated values
* LUMO level: -0.052 hartree
* HOMO: -9.9 eV
* ΔE to the lowest compared entry with this formula, charge and spin: 1.4787 eV

Each line ends with the Mulliken charge.
Element x y z (Å)
C (-0.692, 0.109, -0.434)  -0.11
C (0.383, 0.019, 0.589)  -0.56
F (-0.306, 0.775, -1.552)  -0.27
Br (1.277, -2.225, 0.271)  -0.20
I (1.883, 1.496, 0.346)  0.20
H (-1.521, 0.626, 0.043)  0.23
H (-0.842, -0.835, -0.850)  0.28
H (-0.182, 0.035, 1.587)  0.43

[8]
# C2H3BrFI

C2H3BrFI as an isolated structure (ωB97M-V with the def2-TZVPD basis set, OMol25).

Calculated values
* LUMO level: 0.008 hartree
* HOMO: -9.4 eV
* ΔE to the lowest compared entry with this formula, charge and spin: 2.1114 eV

Each line ends with the Mulliken charge.
Element x y z (Å)
C (-0.414, 0.771, 0.747)  -0.81
C (0.145, -0.728, -0.534)  -0.09
F (0.515, 0.003, -1.671)  -0.21
Br (-1.108, -2.046, -1.133)  -0.12
I (1.556, 1.424, 1.156)  0.11
H (-1.082, 1.458, 0.184)  0.36
H (-0.758, 0.203, 1.468)  0.44
H (1.145, -1.085, -0.216)  0.33

> Look up the ΔE to the lowest compared entry with this formula, charge and spin of the seventh one.

1.4787 eV

Copy entry 4 word for word.
# C2H3BrF2

A 2-piece molecular cluster, C2H3BrF2 overall (ωB97M-V with the def2-TZVPD basis set, OMol25).

Calculated values
* LUMO level: 0.014 hartree
* HOMO: -11.3 eV
* ΔE to the lowest compared entry with this formula, charge and spin: 1.8298 eV

Each line ends with the Mulliken charge.
Element x y z (Å)
C (-0.775, 0.297, -0.056)  -1.11
C (0.600, -0.188, -0.158)  0.74
F (0.818, -1.120, -1.091)  -0.16
F (0.889, -1.316, 1.217)  -0.45
Br (2.088, 0.910, -0.166)  -0.03
H (-1.050, 1.005, -0.825)  0.33
H (-1.499, -0.445, 0.195)  0.35
H (-1.071, 0.857, 0.885)  0.33

> Which formula does entry 3 have?

C2H3BrClIO

> Which of these has the highest ΔE to the lowest compared entry with this formula, charge and spin?

number 6